ORCA calculation (ωB97M-V/def2-TZVPD) on the molecule C5H6O2.

Geometry as XYZ:
```
13
Properties=species:S:1:pos:R:3
C 0.667 -1.133 0.901
C 0.422 0.370 0.760
O 1.606 1.074 1.002
C -0.087 0.751 -0.628
O 0.563 1.514 -1.319
C -1.353 0.233 -1.123
C -2.391 -0.109 -1.632
H 1.112 -1.314 1.883
H 1.378 -1.476 0.142
H -0.259 -1.711 0.821
H -0.353 0.674 1.483
H 1.771 1.597 0.197
H -3.306 -0.397 -2.105
```

- net charge = 0
- SMILES = C#CC(=O)[C@@H](C)O
- highest occupied orbital energy (eV) = -10.5898
- Kohn-Sham gap (eV) = 10.531

ORCA calculation (ωB97M-V/def2-TZVPD) on a structure of composition C5H6O2.

Geometry as XYZ:
```
13
Properties=species:S:1:pos:R:3
C -1.509 -0.728 -0.388
C -0.449 0.636 0.745
O -0.054 -0.760 0.662
C 1.233 -0.830 -0.067
O 1.653 -1.920 -0.368
C 1.586 0.529 -0.254
C 0.597 1.374 0.236
H -1.634 -1.802 -0.256
H -2.407 -0.179 -0.115
H -1.105 -0.451 -1.358
H -1.078 0.852 1.598
H 2.539 0.822 -0.674
H 0.627 2.457 0.238
```

- net charge = 0
- highest occupied orbital energy (spin up / spin down) (eV) = -7.5681 / -7.5683
- Kohn-Sham gap (spin up / spin down) (eV) = 7.598 / 7.599

ORCA calculation (ωB97M-V/def2-TZVPD) on the molecule C5H6O2.

Geometry as XYZ:
```
13
Properties=species:S:1:pos:R:3
O -2.270 0.551 -0.653
C -1.307 1.051 0.248
C 0.000 0.296 0.104
C 1.241 0.456 0.489
C 2.484 0.088 0.679
C -0.006 -1.105 -0.448
O -0.716 -1.981 -0.015
H -2.462 -0.361 -0.394
H -1.675 1.013 1.283
H -1.168 2.106 -0.010
H 2.734 -0.558 1.518
H 3.277 0.367 -0.008
H 0.767 -1.286 -1.219
```

- net charge = 0
- SMILES = C=C=C(C=O)CO
- highest occupied orbital energy (eV) = -9.8585
- Kohn-Sham gap (eV) = 10.395

ORCA calculation (ωB97M-V/def2-TZVPD) on the molecule C5H6O2.

Geometry as XYZ:
```
13
Properties=species:S:1:pos:R:3
C 0.149 0.112 -0.429
C -0.031 1.463 0.267
C 1.098 -0.775 0.288
O 2.278 -1.128 -0.214
C -1.086 -0.816 0.082
C -2.243 -1.213 0.080
O 0.488 -1.530 1.065
H 2.546 -0.541 -0.934
H 0.335 0.185 -1.503
H -0.183 1.332 1.337
H 0.854 2.088 0.136
H -0.913 1.960 -0.134
H -3.293 -1.137 -0.041
```

- net charge = 0
- SMILES = C#C[C@@H](C)C(=O)O
- highest occupied orbital energy (eV) = -8.5655
- Kohn-Sham gap (eV) = 8.674

ORCA calculation (ωB97M-V/def2-TZVPD) on the molecule C5H6O2.

Geometry as XYZ:
```
13
Properties=species:S:1:pos:R:3
O 1.185 1.946 -0.407
C 1.569 0.807 -0.168
C 0.827 -0.436 -0.551
O 0.884 -0.977 0.777
C -0.877 -0.940 0.662
C -1.291 0.441 0.465
C -0.677 -0.345 -0.690
H 2.475 0.926 0.463
H 1.347 -0.990 -1.353
H -1.361 -1.810 1.091
H -2.345 0.751 0.457
H -0.534 1.233 0.853
H -1.202 -0.607 -1.599
```

- net charge = 0
- SMILES = O=C[C@H]1O[C@H]2C[C@H]21
- highest occupied orbital energy (eV) = -9.3631
- Kohn-Sham gap (eV) = 10.345

ORCA calculation (ωB97M-V/def2-TZVPD) on the molecule C5H6O2.

Geometry as XYZ:
```
13
Properties=species:S:1:pos:R:3
O -1.987 -1.209 -0.411
C -0.806 -1.256 -0.176
C 0.033 -0.106 0.263
C -0.569 1.246 0.267
C 0.071 0.683 -1.024
C 1.266 -0.495 1.001
O 2.204 -1.047 0.478
H -0.158 -2.116 -0.440
H -0.091 2.127 0.680
H -1.643 1.226 0.479
H 1.085 0.846 -1.403
H -0.629 0.420 -1.808
H 1.224 -0.318 2.096
```

- net charge = 0
- SMILES = O=CC1(C=O)CC1
- highest occupied orbital energy (eV) = -10.0029
- Kohn-Sham gap (eV) = 10.458

ORCA calculation (ωB97M-V/def2-TZVPD) on a structure of composition C5H6O2.

Geometry as XYZ:
```
13
Properties=species:S:1:pos:R:3
O 0.584 -2.391 -0.444
C 0.298 -1.230 -0.285
C -1.126 -0.669 -0.262
C -0.921 0.738 0.257
C 0.465 1.162 0.298
O 0.870 2.306 0.429
C 1.274 -0.076 -0.079
H -1.794 -1.272 0.357
H -1.560 -0.712 -1.282
H -0.170 0.707 1.491
H -1.675 1.506 0.022
H 2.124 -0.336 0.549
H 1.631 0.268 -1.053
```

- net charge = 0
- highest occupied orbital energy (eV) = -9.4656
- Kohn-Sham gap (eV) = 9.754

ORCA calculation (ωB97M-V/def2-TZVPD) on a structure of composition C5H6O2.

Geometry as XYZ:
```
13
Properties=species:S:1:pos:R:3
O -1.914 2.106 -0.048
C 0.505 0.544 0.249
C -0.336 -0.700 0.716
O -0.902 -1.008 -0.548
C 0.153 -0.220 -1.078
C 1.441 -0.701 -0.567
C 1.087 -1.044 0.730
H -2.253 1.218 0.132
H -0.993 2.057 0.257
H -0.978 -0.757 1.588
H 0.014 0.220 -2.060
H 2.436 -0.524 -0.952
H 1.740 -1.191 1.581
```

- net charge = 0
- highest occupied orbital energy (eV) = -8.9698
- Kohn-Sham gap (eV) = 9.772

ORCA calculation (ωB97M-V/def2-TZVPD) on the molecule C5H6O2.

Geometry as XYZ:
```
13
Properties=species:S:1:pos:R:3
O -0.885 -1.137 0.813
C -0.037 -0.081 1.264
C 0.519 0.508 -0.046
C 1.829 -0.129 -0.505
O 2.543 -0.781 0.213
C -0.656 0.182 -0.869
C -1.811 0.202 -1.257
H -1.717 -0.789 0.387
H -0.579 0.669 1.853
H 0.748 -0.540 1.871
H 0.644 1.605 -0.096
H 2.101 0.071 -1.562
H -2.416 0.754 -1.926
```

- net charge = 0
- SMILES = C#C[C@H](C=O)CO
- highest occupied orbital energy (eV) = -9.7258
- Kohn-Sham gap (eV) = 10.376

ORCA calculation (ωB97M-V/def2-TZVPD) on a cluster of 2 separate species, C5H6O2 in total.

Geometry as XYZ:
```
13
Properties=species:S:1:pos:R:3
C 1.660 0.993 -0.129
C 0.975 -0.283 -0.533
O -0.085 -0.519 2.353
C -1.223 -0.528 2.108
O -2.368 -0.538 1.882
C -0.257 -0.368 -0.966
C -1.512 -0.457 -1.306
H 0.995 1.853 -0.243
H 2.554 1.162 -0.736
H 1.978 0.941 0.919
H 1.538 -1.204 -0.415
H -2.275 -0.578 -0.547
H -1.848 -0.415 -2.336
```

- net charge = 0
- SMILES = C=C=CC.O=C=O
- highest occupied orbital energy (eV) = -9.4705
- Kohn-Sham gap (eV) = 10.120

ORCA calculation (ωB97M-V/def2-TZVPD) on a structure of composition C5H6O2.

Geometry as XYZ:
```
13
Properties=species:S:1:pos:R:3
O 0.492 -0.243 2.189
C 0.303 -0.550 0.848
C -0.982 0.080 0.221
O -0.251 1.351 0.244
C 0.875 0.504 -0.160
C 0.405 -0.043 -1.498
C -0.871 -0.335 -1.234
H 0.254 0.694 2.268
H 0.523 -1.613 0.708
H -1.943 0.102 0.736
H 1.860 0.963 -0.048
H 0.979 -0.156 -2.410
H -1.644 -0.755 -1.864
```

- net charge = 0
- highest occupied orbital energy (eV) = -9.7154
- Kohn-Sham gap (eV) = 10.784

ORCA calculation (ωB97M-V/def2-TZVPD) on the molecule C5H6O3.

Geometry as XYZ:
```
14
Properties=species:S:1:pos:R:3
C 0.089 -0.621 1.697
C -0.986 0.295 -0.972
C 1.034 -1.239 -0.331
C 0.514 0.251 -0.753
C -0.384 0.820 0.245
O -0.564 -0.644 2.683
O 0.862 -1.407 1.102
O -0.264 2.149 0.663
H -1.576 0.894 -1.674
H -1.400 -0.691 -0.900
H 0.361 -2.010 -0.748
H 2.106 -1.347 -0.657
H 1.245 0.880 -1.272
H -1.039 2.670 0.916
```

- net charge = 0
- highest occupied orbital energy (eV) = -8.1910
- Kohn-Sham gap (eV) = 9.066

Record-wise DFT total energy values, in eV: -9374.9386, -9372.7011, -9374.4094, -9373.1871, -9372.6582, -9375.0180, -9374.6455, -9371.8405, -9373.0875, -9376.2612, -9374.4314, -11421.0031
Record-wise molar mass values, in g/mol: 98.101, 98.101, 98.101, 98.101, 98.101, 98.101, 98.101, 98.101, 98.101, 98.101, 98.101, 114.100
Record-wise ΔE to the lowest compared entry with this formula, charge and spin values, in kJ/mol: 208.1, 424.0, 259.2, 377.1, 428.1, 200.5, 236.4, 507.0, 386.7, 80.5, 257.1, 328.9